Entry 1:
Density functional theory data (ωB97M-V with the def2-TZVPD basis set) for a 8-piece molecular cluster, C32H61N7O14 overall in a non-equilibrium geometry.

Its LUMO energy is 0.20 eV. The calculated total energy is -73272.1384 eV. The spin multiplicity is 1.

Element x y z (Å)
C: -1.187 -6.106 2.006
C: -1.548 -4.672 1.695
O: -1.032 -3.741 2.163
O: -2.611 -4.547 0.810
C: -2.361 -3.637 -0.214
O: -1.918 -4.030 -1.199
C: -2.677 -2.163 -0.090
C: -3.177 -1.683 1.225
C: -4.187 -2.077 2.048
C: -5.085 -3.273 1.758
C: -6.529 -3.151 2.228
C: -7.319 -4.259 1.520
O: -6.692 -3.419 3.608
C: -4.187 -1.126 3.183
O: -4.805 -1.094 4.164
O: -3.352 -0.058 2.882
C: -2.513 -0.521 1.925
O: -1.444 -0.154 1.751
H: -0.266 -6.075 2.578
H: -1.059 -6.632 1.061
H: -2.012 -6.538 2.572
H: -3.409 -1.879 -0.850
H: -1.758 -1.620 -0.321
H: -4.626 -4.178 2.164
H: -5.088 -3.412 0.677
H: -6.982 -2.195 1.942
H: -7.416 -4.078 0.449
H: -6.758 -5.193 1.646
H: -8.278 -4.429 2.008
H: -6.124 -2.826 4.122
C: 1.369 1.585 2.992
N: 2.572 2.381 2.820
C: 2.935 3.107 1.732
C: 1.985 3.115 0.557
O: 3.992 3.727 1.725
H: 0.806 1.967 3.846
H: 1.653 0.551 3.193
H: 0.743 1.615 2.108
H: 3.237 2.423 3.576
H: 2.401 3.732 -0.234
H: 1.849 2.106 0.169
H: 1.022 3.533 0.856
C: -7.174 0.923 -2.811
N: -6.715 -0.232 -2.066
C: -5.877 -0.264 -1.009
C: -5.317 1.038 -0.504
O: -5.572 -1.333 -0.480
H: -8.264 0.970 -2.756
H: -6.878 0.802 -3.851
H: -6.756 1.846 -2.421
H: -7.045 -1.143 -2.350
H: -4.664 0.838 0.341
H: -4.729 1.519 -1.287
H: -6.121 1.698 -0.173
C: -0.288 4.615 -2.256
N: -1.553 3.992 -1.908
C: -1.935 2.709 -2.112
C: -0.950 1.787 -2.785
O: -3.045 2.326 -1.755
H: 0.182 5.000 -1.350
H: -0.477 5.450 -2.934
H: 0.387 3.912 -2.734
H: -2.256 4.554 -1.455
H: -1.399 0.801 -2.877
H: -0.707 2.154 -3.783
H: -0.037 1.700 -2.195
C: -4.791 -0.270 -8.195
N: -5.347 -0.419 -6.863
C: -6.579 -0.869 -6.511
C: -7.520 -1.277 -7.617
O: -6.896 -0.934 -5.332
H: -3.891 -0.883 -8.276
H: -4.518 0.774 -8.353
H: -5.498 -0.573 -8.959
H: -4.773 -0.165 -6.073
H: -8.456 -1.611 -7.178
H: -7.727 -0.430 -8.273
H: -7.095 -2.099 -8.195
C: 3.190 -1.672 -3.624
N: 2.430 -0.465 -3.357
C: 2.743 0.555 -2.517
C: 4.029 0.471 -1.742
O: 1.993 1.516 -2.393
H: 3.430 -1.715 -4.688
H: 2.583 -2.541 -3.366
H: 4.110 -1.697 -3.049
H: 1.553 -0.336 -3.838
H: 4.127 1.355 -1.118
H: 4.027 -0.406 -1.095
H: 4.883 0.429 -2.420
C: 6.665 0.942 4.082
N: 6.112 0.178 2.976
C: 6.219 0.426 1.648
C: 7.006 1.640 1.225
O: 5.687 -0.319 0.834
H: 7.326 0.298 4.659
H: 5.845 1.277 4.722
H: 7.223 1.805 3.734
H: 5.574 -0.648 3.187
H: 7.000 1.704 0.140
H: 6.550 2.546 1.628
H: 8.040 1.560 1.564
C: 11.269 3.355 6.501
N: 10.357 2.259 6.228
C: 10.509 1.236 5.347
C: 11.776 1.199 4.528
O: 9.640 0.384 5.234
H: 11.550 3.332 7.555
H: 10.764 4.300 6.295
H: 12.164 3.290 5.893
H: 9.489 2.221 6.740
H: 11.750 0.330 3.877
H: 11.857 2.094 3.910
H: 12.648 1.119 5.180

These are the Mulliken partial charges, in e, on atoms 1 to 99: atom 1 (C): -1.10, atom 2 (C): 0.79, atom 3 (O): -0.48, atom 4 (O): -0.27, atom 5 (C): 0.22, atom 6 (O): -0.51, atom 7 (C): -0.73, atom 8 (C): 1.29, atom 9 (C): 1.01, atom 10 (C): -1.15, atom 11 (C): 0.59, atom 12 (C): -1.58, atom 13 (O): -0.60, atom 14 (C): 0.18, atom 15 (O): -0.57, atom 16 (O): -0.35, atom 17 (C): -0.27, atom 18 (O): -0.59, atom 19 (H): 0.34, atom 20 (H): 0.31, atom 21 (H): 0.29, atom 22 (H): 0.09, atom 23 (H): 0.45, atom 24 (H): 0.54, atom 25 (H): 0.33, atom 26 (H): 0.29, atom 27 (H): 0.35, atom 28 (H): 0.36, atom 29 (H): 0.39, atom 30 (H): 0.37, atom 31 (C): -0.70, atom 32 (N): -0.05, atom 33 (C): 0.56, atom 34 (C): -1.10, atom 35 (O): -0.71, atom 36 (H): 0.30, atom 37 (H): 0.28, atom 38 (H): 0.17, atom 39 (H): 0.21, atom 40 (H): 0.35, atom 41 (H): 0.18, atom 42 (H): 0.50, atom 43 (C): -0.87, atom 44 (N): -0.14, atom 45 (C): 0.72, atom 46 (C): -1.02, atom 47 (O): -0.58, atom 48 (H): 0.35, atom 49 (H): 0.13, atom 50 (H): 0.38, atom 51 (H): 0.25, atom 52 (H): -0.06, atom 53 (H): 0.51, atom 54 (H): 0.47, atom 55 (C): -0.81, atom 56 (N): -0.15, atom 57 (C): 0.45, atom 58 (C): -0.69, atom 59 (O): -0.69, atom 60 (H): 0.25, atom 61 (H): 0.32, atom 62 (H): 0.30, atom 63 (H): 0.24, atom 64 (H): 0.29, atom 65 (H): 0.37, atom 66 (H): 0.05, atom 67 (C): -0.86, atom 68 (N): -0.12, atom 69 (C): 0.81, atom 70 (C): -1.37, atom 71 (O): -0.59, atom 72 (H): 0.29, atom 73 (H): 0.29, atom 74 (H): 0.33, atom 75 (H): 0.20, atom 76 (H): 0.28, atom 77 (H): 0.38, atom 78 (H): 0.37, atom 79 (C): -0.88, atom 80 (N): -0.12, atom 81 (C): 0.70, atom 82 (C): -1.30, atom 83 (O): -0.62, atom 84 (H): 0.30, atom 85 (H): 0.27, atom 86 (H): 0.34, atom 87 (H): 0.22, atom 88 (H): 0.15, atom 89 (H): 0.46, atom 90 (H): 0.44, atom 91 (C): -0.86, atom 92 (N): -0.14, atom 93 (C): 0.83, atom 94 (C): -1.27, atom 95 (O): -0.69, atom 96 (H): 0.34, atom 97 (H): 0.26, atom 98 (H): 0.29, atom 99 (H): 0.23

Entry 2:
Density functional theory data (ωB97M-V with the def2-TZVPD basis set) for C14H21AsCoN2O6PS as an isolated structure in a non-equilibrium geometry.

Its LUMO energy (alpha / beta) is 2.43 / 2.40 eV. The calculated total energy is -148712.7686 eV. The expectation value of S² is 3.76. The spin multiplicity is 4. As for the charge: -1. For the energy above the lowest of the compared OMol25 structures with the same formula, charge and spin, the calculation gives 239.44 kJ/mol.

Element x y z (Å)
Co: 1.285 -1.537 -0.281
O: -3.252 -2.122 -1.865
As: -1.565 -2.204 -2.508
O: -1.645 -3.272 -3.733
O: -0.383 -2.554 -1.387
C: -1.434 -0.229 -2.817
C: -2.614 0.469 -2.504
C: -2.768 1.845 -2.358
C: -1.648 2.590 -2.722
C: -0.536 1.910 -3.227
C: -0.387 0.553 -3.250
S: 1.219 -0.056 -3.746
O: 2.240 1.005 -3.837
O: 1.028 -0.993 -4.830
O: 1.672 -0.898 -2.534
H: -3.247 -2.642 -1.036
H: -3.439 -0.177 -2.293
H: -3.684 2.333 -2.067
H: -1.669 3.664 -2.716
H: 0.320 2.455 -3.583
N: 3.397 -0.207 2.697
C: 3.295 0.839 1.815
C: 3.935 2.022 2.121
C: 3.784 3.138 1.316
C: 3.142 3.124 0.104
C: 2.630 1.827 -0.142
N: 2.613 0.690 0.619
H: 3.438 -0.005 3.686
H: 3.256 -1.145 2.208
H: 4.489 2.053 3.032
H: 4.263 4.004 1.753
H: 2.954 3.913 -0.612
H: 2.125 1.680 -1.066
H: 1.536 -2.180 1.113
C: -0.772 -0.393 3.474
P: -1.361 -1.223 1.939
C: -3.235 -1.101 2.058
C: -1.499 -3.027 2.384
H: -1.355 -0.697 4.346
H: -0.845 0.691 3.343
H: 0.293 -0.617 3.638
H: -3.715 -1.749 2.833
H: -3.531 -1.504 1.102
H: -3.653 -0.082 2.162
H: -2.096 -3.123 3.297
H: -0.539 -3.548 2.510
H: -2.039 -3.520 1.568

Charges obtained by natural (NBO) population analysis, quoted in units of e: atom 1 (Co): 1.42, atom 2 (O): -1.05, atom 3 (As): 2.43, atom 4 (O): -1.13, atom 5 (O): -1.27, atom 6 (C): -0.38, atom 7 (C): -0.15, atom 8 (C): -0.24, atom 9 (C): -0.21, atom 10 (C): -0.21, atom 11 (C): -0.31, atom 12 (S): 2.36, atom 13 (O): -0.98, atom 14 (O): -0.94, atom 15 (O): -1.13, atom 16 (H): 0.48, atom 17 (H): 0.23, atom 18 (H): 0.21, atom 19 (H): 0.20, atom 20 (H): 0.24, atom 21 (N): -0.85, atom 22 (C): 0.39, atom 23 (C): -0.34, atom 24 (C): -0.14, atom 25 (C): -0.31, atom 26 (C): 0.09, atom 27 (N): -0.52, atom 28 (H): 0.40, atom 29 (H): 0.44, atom 30 (H): 0.20, atom 31 (H): 0.20, atom 32 (H): 0.24, atom 33 (H): 0.22, atom 34 (H): -0.59, atom 35 (C): -0.95, atom 36 (P): 0.82, atom 37 (C): -0.93, atom 38 (C): -0.92, atom 39 (H): 0.21, atom 40 (H): 0.23, atom 41 (H): 0.24, atom 42 (H): 0.20, atom 43 (H): 0.23, atom 44 (H): 0.22, atom 45 (H): 0.20, atom 46 (H): 0.24, atom 47 (H): 0.24

Entry 3:
Density functional theory data (ωB97M-V with the def2-TZVPD basis set) for FHMgNO3S2Sm as an isolated structure in a non-equilibrium geometry.

Its LUMO energy (alpha / beta) is -5.23 / -5.12 eV. The calculated total energy is -55375.5315 eV. The expectation value of S² is 12.01. The spin multiplicity is 7. As for the charge: +1.

Element x y z (Å)
Sm: 1.495 3.764 0.190
N: 0.147 0.388 -1.094
S: 0.508 1.895 -1.956
S: 0.902 0.095 0.239
O: -0.441 -1.403 0.856
O: 1.344 1.326 0.972
F: 2.381 -0.553 -0.167
Mg: -1.577 -0.983 -0.810
O: -2.156 -2.369 0.471
H: -2.602 -2.161 1.298

Charges obtained by Mulliken population analysis, quoted in units of e: atom 1 (Sm): 1.41, atom 2 (N): -0.49, atom 3 (S): -0.47, atom 4 (S): 1.16, atom 5 (O): -0.45, atom 6 (O): -0.64, atom 7 (F): -0.27, atom 8 (Mg): 1.10, atom 9 (O): -0.66, atom 10 (H): 0.31